Entry 1:
# C23H49InN2OP3Se

C23H49InN2OP3Se as an isolated structure at a distorted geometry (wB97M-V/def2-TZVPD, the Open Molecules 2025 dataset).

Its net charge is +3. As for the spin multiplicity: 1. The LUMO energy (spin up / spin down) comes out at -11.25 / -11.50 eV.

Last column: Mulliken charge in e.
Geometry (Å):
In (-0.6075, -0.3560, -2.1908)  0.7721
P (-3.0588, -0.1573, -1.3706)  0.8946
P (0.4127, -2.5057, -1.1174)  1.0923
P (0.4536, 2.4173, -0.6079)  1.4038
H (4.3518, -0.6591, -2.5043)  0.3819
C (4.3478, 0.2110, -1.8386)  -0.7293
C (4.5472, 0.0893, -0.5155)  -0.5449
H (4.6918, -0.8883, -0.0414)  0.3156
C (-4.2760, -0.1307, -2.7197)  -1.1167
C (-3.5755, -1.5521, -0.3162)  -1.1503
C (-3.4413, 1.3016, -0.3502)  -0.8565
C (2.2093, -2.4726, -0.8111)  -1.0301
C (-0.2944, -2.9733, 0.5006)  -0.9676
C (0.1702, -4.0021, -2.1281)  -1.2051
C (2.2113, 2.6671, -0.3636)  -0.8688
C (-0.4453, 3.3559, 0.6308)  -1.1370
C (0.0039, 3.0289, -2.2411)  -1.0180
H (4.2493, 1.1864, -2.3293)  0.3433
H (4.6481, 0.9596, 0.1416)  0.3955
H (-5.1260, -0.7765, -2.4579)  0.4343
H (-3.8069, -0.4978, -3.6431)  0.2685
H (-4.6303, 0.8972, -2.8761)  0.4037
H (-4.6737, -1.6136, -0.3211)  0.5444
H (-3.2137, -1.4010, 0.7106)  0.0843
H (-3.1637, -2.4931, -0.7062)  0.3913
H (-4.5312, 1.3941, -0.2318)  0.5036
H (-3.0607, 2.2119, -0.8337)  0.3973
H (-2.9700, 1.1947, 0.6378)  -0.2134
H (2.6595, -3.3868, -1.2234)  0.5409
H (2.4014, -2.4357, 0.2705)  0.5046
H (2.6939, -1.6019, -1.2717)  -0.2542
H (-1.0451, -3.7624, 0.3569)  0.5771
H (-0.7610, -2.1076, 0.9922)  -0.1682
H (0.5086, -3.3545, 1.1470)  0.4524
H (1.1281, -4.5316, -2.2245)  0.4738
H (-0.1986, -3.7197, -3.1247)  0.2501
H (-0.5652, -4.6568, -1.6409)  0.4610
H (2.5160, 3.5809, -0.8967)  0.5614
H (2.8155, 1.8274, -0.7348)  -0.4541
H (2.4161, 2.8031, 0.7076)  0.5117
H (-1.0561, 4.1281, 0.1447)  0.4638
H (0.2684, 3.8378, 1.3112)  0.4446
H (-1.0934, 2.6888, 1.2123)  0.1239
H (0.7412, 3.7862, -2.5476)  0.4852
H (-0.9926, 3.4924, -2.2118)  0.4247
H (0.0026, 2.2259, -2.9977)  0.2554
C (0.2788, -0.7009, -5.2964)  0.0846
C (1.6028, -1.0830, -4.9920)  -0.0761
C (2.6716, -0.3365, -5.4872)  -0.5830
C (2.4361, 0.7562, -6.3344)  -0.5778
C (1.1212, 1.1090, -6.6739)  -0.5460
C (0.0455, 0.3840, -6.1676)  -0.4830
Se (-1.2040, -1.5484, -4.4572)  -0.1826
H (0.1242, 1.0189, -0.3772)  -0.3801
H (1.7692, -1.9430, -4.3377)  0.5096
H (3.6923, -0.6108, -5.2167)  0.5176
H (3.2766, 1.3273, -6.7322)  0.4315
H (0.9370, 1.9501, -7.3422)  0.4467
H (-0.9842, 0.6504, -6.4067)  0.4712
C (-3.0427, 0.6303, 3.6397)  -0.7864
N (-1.6752, 0.3734, 4.0220)  0.1401
C (-1.2845, 0.6872, 5.3763)  -0.5922
C (0.0104, -0.0142, 5.6944)  -0.7225
C (1.0451, 0.3248, 4.6543)  -0.5431
N (0.5340, 0.0110, 3.3410)  0.2517
C (1.4953, -0.0493, 2.2657)  -0.5696
C (-0.7915, 0.1433, 3.0073)  0.2836
O (-1.1895, 0.0428, 1.8177)  -0.6289
H (-3.1514, 1.5911, 3.1117)  0.2437
H (-3.6556, 0.6587, 4.5463)  0.4028
H (-3.4135, -0.1628, 2.9791)  0.1654
H (-1.1646, 1.7777, 5.5036)  0.2711
H (-2.0911, 0.3555, 6.0377)  0.4029
H (-0.1502, -1.0969, 5.7176)  0.2989
H (0.3644, 0.2966, 6.6795)  0.3726
H (1.9571, -0.2623, 4.8017)  0.3526
H (1.3149, 1.3938, 4.7209)  0.3089
H (1.7451, 0.9523, 1.8766)  0.0713
H (2.4182, -0.5103, 2.6400)  0.4204
H (1.0975, -0.6467, 1.4395)  -0.2187



Entry 2:
# C3H12NO3

A 3-piece molecular cluster, C3H12NO3 overall (wB97M-V/def2-TZVPD, the Open Molecules 2025 dataset).

Its net charge is -1. As for the spin multiplicity: 1. The LUMO energy comes out at 4.12 eV. The relative energy (zero: lowest compared OMol25 entry of this formula, charge and spin) comes out at 0.00 kJ/mol.

Last column: Mulliken charge in e.
Geometry (Å):
C (-0.3032, 0.6776, -0.5117)  -0.6429
O (-1.3458, -0.2101, -0.5922)  -0.9404
C (1.0067, 0.0402, 0.0305)  0.5213
C (2.0224, 1.0955, 0.4283)  -1.4436
N (0.7481, -0.8907, 1.1201)  -0.7992
H (-0.5630, 1.5697, 0.1083)  0.3011
H (-0.0390, 1.1373, -1.4955)  0.2334
H (1.4118, -0.5175, -0.8226)  0.2293
H (1.6502, 1.6854, 1.2772)  0.3303
H (2.9269, 0.6126, 0.7972)  0.3855
H (2.2170, 1.7826, -0.3909)  0.3203
H (-0.2279, -0.7774, 1.3720)  0.2951
H (0.8006, -1.8373, 0.7748)  0.3465
H (-0.9172, -1.5812, -1.1986)  0.4158
H (-0.6084, -2.5835, -2.4265)  0.2402
O (-0.6157, -2.5155, -1.4718)  -0.7181
H (-2.6099, 1.0573, 1.7389)  0.2569
H (-2.4333, 0.4149, 0.3095)  0.4158
O (-3.1203, 0.8399, 0.9531)  -0.7474



Entry 3:
# C4H7NO2

One molecule with the formula C4H7NO2 (wB97M-V/def2-TZVPD, the Open Molecules 2025 dataset).

Its net charge is 0. As for the spin multiplicity: 1. The LUMO energy (spin up / spin down) comes out at 0.39 / 0.39 eV. The relative energy (zero: lowest compared OMol25 entry of this formula, charge and spin) comes out at 651.80 kJ/mol.

Last column: Mulliken charge in e.
Geometry (Å):
C (-0.9734, -0.9634, 0.0932)  -1.0675
C (-0.0022, 0.1286, -0.2050)  0.2486
N (-0.3750, 1.4272, 0.0130)  -0.1866
O (-1.3296, 1.6303, 1.0093)  -0.4105
C (1.2323, -0.0741, -0.8647)  -0.0592
C (2.0608, -0.7315, 0.2157)  -0.3847
O (1.5831, -1.4328, -0.9488)  -0.3333
H (-1.8153, -0.8917, -0.6089)  0.3530
H (-0.4789, -1.9218, -0.0657)  0.3285
H (-1.3807, -0.8897, 1.1034)  0.3183
H (-2.0609, 2.0646, 0.5482)  0.3464
H (1.6756, 0.6493, -1.5466)  0.3725
H (0.3969, 2.0697, 0.1575)  0.2855
H (1.4674, -1.0646, 1.0993)  0.1891



Entry 4:
# C20H37N9O16S

A 10-piece molecular cluster, C20H37N9O16S overall at a distorted geometry (wB97M-V/def2-TZVPD, the Open Molecules 2025 dataset).

Its net charge is 0. As for the spin multiplicity: 1. The LUMO energy comes out at -1.20 eV. As for the SMILES: C[N+](=O)[O-].C[N+](=O)[O-].C[N+](=O)[O-].C[N+](=O)[O-].C[N+](=O)[O-].C[N+](=O)[O-].O=S1(=O)OCCO1.c1cc[nH]c1.c1cc[nH]c1.c1cc[nH]c1. The relative energy (zero: lowest compared OMol25 entry of this formula, charge and spin) comes out at 0.00 kJ/mol.

Last column: Mulliken charge in e.
Geometry (Å):
C (0.2729, 0.6090, 0.4755)  0.0175
N (-0.7950, 1.4038, -0.1962)  1.2937
O (-0.5260, 2.3790, -0.9002)  -0.6368
O (-1.9248, 0.9409, -0.1049)  -0.5928
H (0.6337, 1.1343, 1.3598)  -0.1768
H (1.0961, 0.6798, -0.2355)  0.0290
H (-0.0270, -0.4305, 0.6081)  0.1446
C (-2.1324, -2.4960, 2.1262)  0.2736
N (-3.5964, -2.6536, 2.4018)  1.0612
O (-4.1978, -1.6260, 2.4952)  -0.5638
O (-3.9922, -3.7826, 2.6290)  -0.6088
H (-1.4844, -3.3352, 2.3788)  0.3578
H (-1.6924, -1.6375, 2.6337)  -0.1669
H (-1.9927, -2.4703, 1.0454)  -0.2488
C (-1.7455, 2.1246, 4.4263)  -0.8526
N (-1.2663, 0.8081, 3.9963)  0.8598
O (-0.8824, -0.0053, 4.8558)  -0.5491
O (-1.2164, 0.5701, 2.8183)  -0.4175
H (-2.7630, 1.9904, 4.7936)  0.3223
H (-1.7405, 2.7307, 3.5204)  0.2847
H (-1.0552, 2.4959, 5.1838)  0.2505
C (4.7770, 2.5327, -2.8849)  -0.7791
N (4.3024, 1.9206, -1.6054)  0.8530
O (4.8213, 0.9297, -1.1946)  -0.4837
O (3.2456, 2.3999, -1.0617)  -0.4171
H (5.7257, 2.1738, -3.2840)  0.2780
H (4.9414, 3.6096, -2.8485)  0.2596
H (3.9310, 2.0944, -3.4143)  0.2921
C (1.9884, -5.0276, 0.0125)  -0.8539
N (1.0278, -3.8974, 0.3282)  0.6520
O (1.1178, -2.9533, -0.4847)  -0.2536
O (0.6243, -3.8597, 1.5181)  -0.4666
H (2.9152, -4.8781, 0.5663)  0.3117
H (2.1534, -5.2311, -1.0456)  0.2556
H (1.5527, -5.9255, 0.4507)  0.3673
C (-3.3384, 3.6473, -1.8879)  -0.7499
N (-3.3800, 2.4360, -2.7761)  1.0166
O (-4.4395, 1.9340, -3.0133)  -0.5649
O (-2.2881, 2.2107, -3.2613)  -0.5148
H (-2.3194, 4.0316, -1.9318)  0.2530
H (-3.6617, 3.2799, -0.9140)  0.2337
H (-4.1412, 4.3050, -2.2214)  0.3531
C (-0.0138, -2.0400, -4.0971)  0.2325
C (0.9467, -3.2036, -3.9127)  -0.2491
O (2.2637, -2.6110, -3.6966)  -0.3535
S (2.2480, -0.9325, -3.6958)  0.9131
O (3.3028, -0.3277, -4.5276)  -0.6051
O (2.1596, -0.5205, -2.2948)  -0.2382
O (0.8100, -0.9526, -4.4367)  -0.4129
H (-0.4180, -1.7815, -3.1184)  -0.1990
H (-0.6777, -2.0817, -4.9606)  0.3191
H (1.0880, -3.7179, -4.8633)  0.3571
H (0.6553, -3.8652, -3.0969)  0.1729
N (0.6567, 4.2598, 3.8801)  0.0743
C (1.7404, 3.5879, 3.2941)  -0.8787
C (1.7359, 3.7038, 1.9299)  0.1973
C (0.5865, 4.4827, 1.6586)  -0.2795
C (-0.0421, 4.8100, 2.8751)  -1.0097
H (0.4291, 4.2625, 4.8641)  0.2862
H (2.5193, 3.1727, 3.9165)  0.3333
H (2.4530, 3.3689, 1.1951)  0.4247
H (0.2929, 4.7216, 0.6471)  0.4668
H (-0.9286, 5.3532, 3.1673)  0.4590
N (2.7654, -1.0191, 1.7867)  0.1828
C (3.2169, 0.2671, 1.9398)  -0.3391
C (3.2067, 0.5393, 3.2919)  -0.9216
C (2.4777, -0.4520, 3.9099)  -0.5962
C (2.3473, -1.4765, 2.9702)  -0.4166
H (2.7633, -1.5187, 0.9089)  0.2401
H (3.6513, 0.8179, 1.1187)  0.1660
H (3.6640, 1.3837, 3.7860)  0.7537
H (2.1906, -0.6216, 4.9371)  0.4571
H (1.8833, -2.4513, 3.0009)  0.4194
N (-4.2340, -3.0254, -2.3576)  0.0537
C (-3.2114, -2.2739, -1.7808)  -0.9193
C (-3.0337, -1.1774, -2.5873)  0.6408
C (-3.9249, -1.2127, -3.6626)  -1.0670
C (-4.6925, -2.4177, -3.5121)  -0.5037
H (-4.6702, -3.8139, -1.9015)  0.2276
H (-2.8078, -2.6273, -0.8434)  0.0158
H (-2.3661, -0.3290, -2.5568)  0.6006
H (-4.1077, -0.5053, -4.4579)  0.4381
H (-5.4542, -2.9373, -4.0745)  0.4340



Entry 5:
# C4H9NO

A 2-piece molecular cluster, C4H9NO overall at a distorted geometry (wB97M-V/def2-TZVPD, the Open Molecules 2025 dataset).

Its net charge is 0. As for the spin multiplicity: 1. The LUMO energy comes out at 1.01 eV. As for the SMILES: C=CN.CC=O. The relative energy (zero: lowest compared OMol25 entry of this formula, charge and spin) comes out at 205.72 kJ/mol.

Last column: Mulliken charge in e.
Geometry (Å):
C (-1.2703, -0.8814, -1.9899)  -0.9403
C (-0.6429, 0.2872, -2.0983)  0.2056
N (0.6539, 0.5343, -1.7263)  -0.4094
H (-0.6777, -1.7656, -1.7886)  0.2284
H (-2.2965, -1.0036, -2.2807)  0.2600
H (-1.2501, 1.1618, -2.2883)  0.2692
H (1.0732, -0.2025, -1.1948)  0.1709
H (0.9518, 1.4842, -1.8246)  0.2125
O (1.1269, 0.8457, 1.4438)  -0.4597
C (0.7664, -0.1879, 1.9459)  0.0687
C (-0.6587, -0.5082, 2.2573)  -0.7885
H (1.5251, -0.9708, 2.1486)  0.3564
H (-1.3149, -0.2296, 1.4438)  0.2587
H (-0.7538, -1.5576, 2.5101)  0.2925
H (-0.9513, 0.0346, 3.1587)  0.2750



Entry 6:
# C20H21ClN4O4S2

One molecule with the formula C20H21ClN4O4S2 at a distorted geometry (wB97M-V/def2-TZVPD, the Open Molecules 2025 dataset).

Its net charge is 0. As for the spin multiplicity: 1. The LUMO energy comes out at 0.58 eV. As for the SMILES: CCOC(=O)c1c(NC(=O)CSc2nnc(CNc3ccc(Cl)cc3)o2)sc(C)c1C. The relative energy (zero: lowest compared OMol25 entry of this formula, charge and spin) comes out at 22.05 kJ/mol.

Last column: Mulliken charge in e.
Geometry (Å):
C (-5.3554, -1.2644, -1.9639)  -1.1011
C (-5.6036, -0.4939, -0.6747)  -0.2790
H (-5.8094, -1.1882, 0.1469)  0.3010
H (-6.4347, 0.2057, -0.7881)  0.3294
O (-4.4839, 0.3182, -0.3291)  -0.3088
C (-3.4786, -0.2769, 0.3172)  1.0697
O (-3.5132, -1.4569, 0.6406)  -0.8268
C (-2.3543, 0.5994, 0.6108)  -0.0031
C (-1.2381, 0.0942, 1.2565)  0.2157
N (-1.0919, -1.2067, 1.6651)  0.0341
C (0.0495, -1.6491, 2.2351)  0.3076
O (0.9831, -0.9155, 2.4868)  -0.6349
C (0.0482, -3.1379, 2.5483)  -0.4864
H (-0.0867, -3.3020, 3.6174)  0.4019
H (-0.7107, -3.6719, 1.9798)  0.3444
S (1.6882, -3.8255, 2.1525)  -0.1988
C (1.8076, -3.1393, 0.5807)  0.4971
N (0.8422, -2.6102, -0.1083)  0.0007
N (1.3973, -2.1483, -1.2452)  -0.7143
C (2.6552, -2.4256, -1.2054)  0.8694
O (2.9911, -3.0719, -0.0557)  -0.3269
C (3.7157, -2.0189, -2.1707)  -1.0078
N (4.6862, -1.1484, -1.5441)  -0.2875
C (4.2840, 0.0032, -0.8780)  0.5278
C (3.0948, 0.6686, -1.1771)  -0.1499
C (2.7665, 1.8436, -0.5283)  -0.7647
C (3.6220, 2.3667, 0.4251)  0.4022
C (4.8076, 1.7229, 0.7371)  -0.8075
C (5.1305, 0.5488, 0.0893)  -0.5440
H (6.0520, 0.0405, 0.3351)  0.3207
H (5.4679, 2.1315, 1.4859)  0.4156
Cl (3.2165, 3.8381, 1.2377)  -0.2480
H (1.8431, 2.3473, -0.7633)  0.5353
H (2.4094, 0.2696, -1.9068)  0.3340
H (5.4207, -1.6430, -1.0560)  0.2652
H (4.2387, -2.9008, -2.5481)  0.4603
H (3.2332, -1.5088, -3.0077)  0.3201
H (-1.8849, -1.7988, 1.3982)  0.3099
S (-0.0120, 1.2637, 1.4982)  -0.0493
C (-1.0036, 2.4796, 0.7282)  0.6655
C (-2.2025, 1.9921, 0.3082)  -0.2446
C (-3.2389, 2.8157, -0.3820)  -1.3503
H (-3.4452, 2.4100, -1.3703)  0.2657
H (-4.1698, 2.7992, 0.1811)  0.2893
H (-2.9038, 3.8434, -0.4835)  0.4253
C (-0.4861, 3.8724, 0.6099)  -1.5571
H (-0.4125, 4.1751, -0.4349)  0.3589
H (-1.1454, 4.5745, 1.1199)  0.4406
H (0.5001, 3.9405, 1.0597)  0.2041
H (-5.1131, -0.5780, -2.7718)  0.2919
H (-4.5275, -1.9560, -1.8286)  0.3005
H (-6.2455, -1.8274, -2.2297)  0.3867